# 1
C10H8N3O5Tl | the ωB97M-V functional and the def2-TZVPD basis

As for the LUMO energy: 4.995 eV. For the HOMO-LUMO gap, the calculation gives 7.726 eV. As for the charge: -2. The calculation puts the HOMO energy at -2.7 eV. As for the energy above the lowest of the compared OMol25 structures with the same formula, charge and spin: 0.0 kcal/mol.

The geometry in XYZ format:
```
27
Properties=species:S:1:pos:R:3:forces:R:3:lowdin_charge:R:1
Tl 0.384577 0.743218 0.381308 0.116 0.183 -0.314 0.972
O 2.415371 0.173911 -3.632289 -0.069 0.033 0.192 -0.025
C 1.706836 -0.132536 -2.663082 0.132 -0.029 -0.092 -0.660
O 1.988109 0.014847 -1.429470 -0.197 0.109 -0.089 -0.234
C 0.392868 -0.885701 -2.991045 0.046 -0.039 0.171 -0.114
C 0.092050 -1.977769 -1.950148 -0.137 -0.028 -0.158 -0.270
C -0.848554 -3.034329 -2.557523 -0.043 0.104 0.024 -0.109
C -2.197623 -2.263001 -2.566946 0.112 0.014 0.023 -0.109
C -1.770265 -0.912684 -1.963951 0.042 -0.136 -0.155 -0.270
O -0.776718 -1.323563 -1.009225 0.002 -0.001 0.001 -0.182
C -0.969948 -0.107442 -3.001761 -0.056 0.025 0.161 -0.114
C -0.990812 1.409163 -2.687835 -0.086 0.115 -0.097 -0.659
O -1.073674 2.166850 -3.664724 0.059 -0.047 0.199 -0.025
O -1.020807 1.738572 -1.457356 0.192 -0.120 -0.082 -0.234
H 0.564261 -1.329037 -3.969819 -0.046 -0.029 -0.077 0.134
H 0.968162 -2.362941 -1.439068 0.018 0.026 0.067 0.154
H -0.900239 -3.917612 -1.919079 -0.007 -0.001 -0.002 0.101
H -0.520636 -3.340973 -3.551739 -0.011 -0.013 0.006 0.104
H -2.938982 -2.751122 -1.932474 0.003 -0.008 -0.003 0.101
H -2.618031 -2.142879 -3.566430 -0.006 -0.016 0.008 0.104
H -2.552118 -0.349529 -1.465190 0.012 0.030 0.066 0.154
H -1.427992 -0.192796 -3.985029 0.001 -0.055 -0.078 0.134
N -0.357185 -0.301597 3.173045 -0.001 -0.051 0.406 -0.005
C -0.194287 -0.077921 4.308661 -0.169 -0.466 0.017 -0.453
N -0.006186 0.286448 5.539311 0.187 0.731 0.115 0.008
C -0.040387 -0.368056 6.657434 -0.089 -0.435 -0.145 -0.503
N -0.045515 -0.862188 7.717234 -0.004 0.104 -0.162 0.001
```
Positions in Å, forces in eV/Å.

# 2
C10H8N6O3S | the ωB97M-V functional and the def2-TZVPD basis

Its structure (SMILES) is NS(=O)(=O)c1cn(-c2ncnc3nc[nH]c23)ccc1=O. As for the LUMO energy: -0.907 eV. For the HOMO-LUMO gap, the calculation gives 8.572 eV. The calculation puts the HOMO energy at -9.5 eV.

The geometry in XYZ format:
```
28
Properties=species:S:1:pos:R:3:forces:R:3:lowdin_charge:R:1
N -0.633511 1.684686 -4.288508 -0.672 -0.180 3.235 -0.048
S -1.267778 0.231848 -3.699517 -2.868 -0.020 -1.788 0.674
O -0.378816 -0.842096 -3.997124 0.432 -0.383 -0.327 -0.304
O -2.670249 0.166239 -4.212710 2.906 -0.035 1.767 -0.325
C -1.181977 0.400573 -1.936210 0.893 -0.674 -0.477 -0.194
C -0.328528 -0.351312 -1.192986 -0.351 -0.197 0.551 0.065
N -0.097400 -0.092545 0.191078 -2.828 0.703 -3.030 0.019
C 0.616895 -1.014337 0.866860 1.748 -0.932 3.193 -0.237
N 0.798549 -2.242111 0.380757 0.028 0.708 1.070 0.141
C 1.498025 -3.106010 1.157258 1.534 0.476 -0.377 -0.149
N 2.095182 -2.845389 2.332433 -0.467 -2.556 -2.101 0.154
C 1.908034 -1.642378 2.775859 -0.886 1.287 2.169 -0.371
N 2.218819 -1.249269 4.058585 1.936 0.886 1.767 0.107
C 1.932653 0.023541 4.260402 -2.337 -2.450 -2.805 -0.100
N 1.182405 0.433537 3.121203 -0.173 0.734 -1.203 0.076
C 1.182105 -0.667119 2.144409 -0.424 1.972 0.434 -0.058
C -0.922120 0.877383 0.824780 0.107 0.328 1.356 -0.041
C -1.646263 1.723295 0.114694 -0.004 -0.160 -1.499 0.025
C -1.709067 1.569323 -1.379388 -0.340 3.778 3.066 -0.415
O -2.040402 2.610238 -1.929241 -0.527 -0.345 -1.651 0.051
H -1.343854 2.368534 -3.944619 0.712 -0.218 -0.304 0.068
H -0.747344 1.576590 -5.250767 -0.093 -0.067 -2.240 0.037
H 0.148237 -1.240030 -1.648487 0.032 0.823 0.596 0.144
H 1.743741 -4.039642 0.619497 -0.384 0.301 0.855 0.121
H 1.925328 0.561792 5.233279 0.308 -0.348 -1.141 0.136
H 0.832988 1.395602 2.921767 0.640 -1.373 0.295 0.139
H -1.088362 1.043892 1.928241 1.345 -1.068 -1.098 0.146
H -2.027288 2.665166 0.548455 -0.270 -0.990 -0.313 0.138
```
Positions in Å, forces in eV/Å.

# 3
C10H9AsCl2F6IrNO2S | the ωB97M-V functional and the def2-TZVPD basis

As for the LUMO energy (alpha / beta): -4.049 / -6.735 eV. For the HOMO-LUMO gap (alpha / beta), the calculation gives 8.500 / 6.486 eV. As for the charge: +1. The calculation puts the HOMO energy (alpha / beta) at -12.5 / -13.2 eV. As for the spin multiplicity: 6. As for the energy above the lowest of the compared OMol25 structures with the same formula, charge and spin: 1.6 kcal/mol.

The geometry in XYZ format:
```
33
Properties=species:S:1:pos:R:3:forces:R:3:lowdin_charge:R:1
Ir -1.203992 -1.270038 -0.389041 -0.394 -0.048 -0.307 1.379
C 3.066061 -0.444308 -1.042503 -0.015 0.033 -0.059 0.027
C 1.604488 -0.137785 -1.045370 -0.016 0.150 -0.006 -0.339
O 0.816333 -1.068819 -1.246943 -0.107 -0.172 0.194 -0.132
C 1.132318 1.243235 -0.815263 -0.092 -0.133 -0.040 -0.074
C 2.009939 2.220733 -0.439406 0.115 0.195 0.076 0.030
C 1.594469 3.556747 -0.256955 -0.008 -0.026 -0.007 0.029
C 0.268146 3.938748 -0.495279 0.104 -0.019 0.024 -0.016
C -0.639530 3.003483 -0.900527 -0.010 -0.044 -0.041 0.073
C -0.261659 1.614159 -1.033761 0.036 -0.091 -0.024 -0.315
O -1.157836 0.785486 -1.315171 -0.177 0.105 0.006 -0.061
H 3.214567 -1.470450 -1.364262 -0.012 -0.007 0.006 0.102
H 3.440202 -0.336949 -0.020181 0.000 0.003 -0.017 0.118
H 3.626347 0.233341 -1.686045 -0.007 0.007 0.024 0.106
H 3.049645 1.976852 -0.266281 -0.022 0.043 -0.001 0.128
H 2.320186 4.294320 0.057438 -0.007 -0.015 0.015 0.128
H -0.033205 4.967363 -0.354780 0.020 0.007 -0.003 0.128
H -1.678336 3.243766 -1.083382 0.016 -0.026 -0.013 0.140
S -5.667112 -0.659122 0.348409 0.171 -0.068 -0.070 0.899
C -4.233024 -1.112624 -0.053343 -0.105 -0.097 0.094 -0.830
N -3.123545 -1.470833 -0.359403 0.632 0.406 0.069 -0.143
F 0.382353 -0.653247 1.311780 0.042 -0.151 -0.121 -0.352
As -0.712864 -0.147156 2.687840 -0.234 -0.094 0.200 0.723
F 0.180331 1.295142 2.799088 0.225 0.271 -0.053 -0.201
F -1.641037 0.556464 1.348702 -0.218 0.081 -0.134 -0.295
F -1.871125 0.336832 3.821985 -0.007 0.131 0.129 -0.182
F -1.585462 -1.608213 2.363479 -0.149 -0.336 -0.025 -0.297
F 0.294228 -0.978795 3.765139 0.204 0.016 0.165 -0.187
Cl -1.110259 -3.430077 -2.181117 0.075 -0.092 -0.078 0.581
C -0.643657 -4.549561 -0.873720 -0.009 0.079 -0.014 -0.883
Cl -0.088268 -3.632734 0.539781 -0.051 -0.066 0.032 0.627
H 0.166335 -5.171368 -1.229741 0.043 -0.019 -0.025 0.044
H -1.515029 -5.124579 -0.591172 -0.044 -0.025 0.004 0.045
```
Positions in Å, forces in eV/Å.

# 4
C10H9BF4N3O8Yb | the ωB97M-V functional and the def2-TZVPD basis

As for the LUMO energy (alpha / beta): -0.212 / -0.219 eV. For the HOMO-LUMO gap (alpha / beta), the calculation gives 8.875 / 8.867 eV. The calculation puts the HOMO energy (alpha / beta) at -9.1 / -9.1 eV. As for the spin multiplicity: 2. As for the energy above the lowest of the compared OMol25 structures with the same formula, charge and spin: 17.7 kcal/mol.

The geometry in XYZ format:
```
36
Properties=species:S:1:pos:R:3:forces:R:3:lowdin_charge:R:1
Yb -0.638150 -0.561769 -0.458669 -1.280 1.662 -2.458 1.629
O -0.406150 0.965231 1.066431 0.267 0.729 0.657 -0.015
C 0.292050 0.004231 1.487331 1.120 0.864 2.108 -0.606
O -0.225850 -1.145169 1.505131 0.342 -0.753 1.434 -0.010
C 1.794050 0.073531 1.479531 0.046 -0.104 -0.647 -0.042
C 2.665750 0.117031 2.527531 0.197 0.016 0.061 0.079
C 4.041250 -0.001269 2.274231 -0.925 0.016 -0.990 -0.140
C 4.512950 -0.159069 0.983531 0.149 0.030 0.176 0.097
C 3.630250 -0.203769 -0.086869 -0.907 0.142 0.848 -0.048
C 2.222850 -0.108069 0.110831 1.284 0.210 0.823 -0.247
O 1.349050 -0.176969 -0.827369 0.264 0.123 -0.109 -0.118
N 4.160950 -0.359469 -1.415869 0.260 -0.051 -0.317 -0.356
O 5.368950 -0.327869 -1.536969 0.470 0.008 -0.060 0.074
O 3.386350 -0.508769 -2.333069 -0.054 -0.069 -0.294 0.104
N 4.953250 0.038531 3.381431 0.241 0.014 0.185 -0.371
O 4.488150 0.290231 4.474631 -0.015 0.045 0.365 0.074
O 6.124250 -0.180069 3.160431 0.344 -0.034 0.005 0.086
H 2.331650 0.227631 3.549231 -0.044 -0.014 -0.017 0.135
H 5.576650 -0.247169 0.801931 -0.117 0.007 -0.003 0.135
F 0.012950 -2.635569 -0.890969 0.153 -0.815 -0.200 0.129
B -1.304650 -2.688369 -1.388069 -0.636 -0.724 -0.358 -1.219
F -2.111450 -2.207469 -0.273469 -0.357 -0.690 -0.018 0.047
F -1.719450 -3.820369 -1.908469 -0.150 -0.637 -0.264 0.283
F -1.383350 -1.545369 -2.273769 -0.136 -0.536 -0.816 0.065
C -5.151150 2.105131 -1.395169 -0.328 0.290 -0.078 -0.031
N -3.950050 1.333731 -1.182469 0.242 -0.128 0.133 -0.162
C -4.070850 0.082131 -0.457269 0.261 -0.369 0.202 -0.009
C -2.761350 1.711531 -1.616669 -0.139 0.276 -0.212 -0.236
O -1.726150 1.047831 -1.463369 -0.432 0.464 -0.131 -0.086
H -5.903950 1.506231 -1.912069 0.092 0.003 0.009 0.102
H -4.933950 2.981831 -2.001569 0.041 -0.001 0.010 0.094
H -5.564650 2.431231 -0.438969 0.027 -0.001 -0.039 0.101
H -5.040850 0.039131 0.034131 0.082 0.075 0.020 0.104
H -3.280650 0.013531 0.314431 -0.500 0.025 -0.283 0.092
H -3.993150 -0.767769 -1.144469 0.054 0.122 0.186 0.107
H -2.745550 2.675631 -2.145169 0.084 -0.197 0.075 0.161
```
Positions in Å, forces in eV/Å.

# 5
C10H9Br | the ωB97M-V functional and the def2-TZVPD basis

Its structure (SMILES) is C=C1C[C@@]12C=CC=C/C2=C\Br. As for the LUMO energy: 0.194 eV. For the HOMO-LUMO gap, the calculation gives 8.574 eV. The calculation puts the HOMO energy at -8.4 eV. As for the energy above the lowest of the compared OMol25 structures with the same formula, charge and spin: 78.3 kcal/mol.

The geometry in XYZ format:
```
20
Properties=species:S:1:pos:R:3:forces:R:3:lowdin_charge:R:1
C -1.480735 -1.320406 1.635528 -1.555 1.602 -0.111 0.066
C -1.165710 -1.194405 0.347402 0.514 0.289 0.733 -0.212
C -0.926740 -1.694487 -0.998013 0.489 -0.889 -0.286 -0.018
C -0.313474 -0.342178 -0.549053 1.109 -1.055 -0.293 -0.323
C -0.744730 0.974890 -1.052517 -1.186 0.419 -2.278 -0.034
C -0.416335 2.147454 -0.497194 -1.813 -0.206 0.917 -0.081
C 0.318302 2.002995 0.741911 0.976 -0.185 -0.630 -0.087
C 1.089200 0.903769 0.860139 1.685 0.931 3.141 -0.114
C 1.124887 -0.133915 -0.159754 -0.550 -0.949 0.622 -0.313
C 2.219966 -0.758032 -0.611437 -1.248 2.190 1.153 -0.493
Br 3.871723 -0.123694 0.021969 0.455 -0.410 -0.203 0.722
H -1.351143 -0.387360 2.285639 0.120 -1.658 -0.789 0.088
H -2.254548 -2.049525 1.967074 1.077 0.269 -0.148 0.066
H -1.662922 -1.848496 -1.768309 -0.850 1.126 -0.070 0.102
H -0.362138 -2.622163 -1.152902 0.746 0.552 0.682 0.114
H -1.209135 0.925800 -2.041355 -0.486 0.249 0.409 0.119
H -0.982301 3.094898 -0.674548 1.021 -0.872 -0.546 0.122
H 0.341136 2.861970 1.385545 0.162 -0.137 0.664 0.100
H 1.765255 0.790255 1.794890 -1.138 0.191 -1.754 0.130
H 2.139447 -1.227362 -1.535010 0.470 -1.455 -1.212 0.047
```
Positions in Å, forces in eV/Å.

# 6
C10H9Br2HgNO | the ωB97M-V functional and the def2-TZVPD basis

As for the LUMO energy: -0.151 eV. For the HOMO-LUMO gap, the calculation gives 7.455 eV. The calculation puts the HOMO energy at -7.6 eV. As for the energy above the lowest of the compared OMol25 structures with the same formula, charge and spin: 18.6 kcal/mol.

The geometry in XYZ format:
```
24
Properties=species:S:1:pos:R:3:forces:R:3:lowdin_charge:R:1
Hg -0.478478 -0.286498 -2.600255 1.812 -2.425 3.094 1.139
C -0.079421 -0.071207 -4.671112 1.036 -0.483 -1.608 -0.337
H 1.008226 0.068972 -4.704137 -0.218 -0.563 -0.359 -0.014
H -0.417651 -1.084218 -4.859325 0.615 -0.360 -0.878 -0.036
H -0.501475 0.553929 -5.492591 -0.209 -0.001 1.262 0.023
H -1.030521 0.953591 -3.586032 -2.267 2.423 0.755 -0.075
H -1.560370 1.274238 -2.897978 -0.307 1.026 -1.016 0.022
Br 0.462351 -4.231750 0.521246 -0.027 0.090 -0.011 0.767
C 0.366967 -2.472139 1.191359 -0.325 1.430 -0.672 -0.613
C 0.521993 -2.256661 2.569060 0.001 1.315 0.334 -0.169
C 0.477731 -0.972878 3.112905 -0.015 -0.858 -0.401 -0.610
Br 0.696496 -0.752832 5.008877 -0.046 -0.112 -0.521 0.734
C 0.253865 0.155375 2.287711 -0.137 -0.316 -0.823 -0.191
C 0.185802 1.485394 2.748141 -0.155 0.570 -1.085 -0.030
C -0.051060 2.497825 1.827693 0.115 -0.824 0.236 -0.044
C -0.239878 2.170187 0.469270 0.027 -0.482 0.009 -0.133
N -0.195598 0.932416 -0.002310 0.083 1.002 0.129 0.060
C 0.061161 -0.059231 0.863091 0.124 -0.804 0.954 -0.161
C 0.111519 -1.391340 0.289512 0.186 -0.618 1.350 -0.407
O -0.067055 -1.604615 -0.971590 -0.312 -0.006 -0.992 -0.288
H 0.680370 -3.086893 3.234198 0.050 -0.234 0.014 0.089
H 0.326586 1.693265 3.794745 0.010 0.081 0.143 0.073
H -0.093967 3.533633 2.121057 -0.020 0.096 0.120 0.099
H -0.437598 2.951441 -0.253528 -0.022 0.055 -0.034 0.103
```
Positions in Å, forces in eV/Å.

What is the formula in the third record?
C10H9AsCl2F6IrNO2S

Please write out number 3 again, unchanged.
C10H9AsCl2F6IrNO2S | the ωB97M-V functional and the def2-TZVPD basis

As for the LUMO energy (alpha / beta): -4.049 / -6.735 eV. For the HOMO-LUMO gap (alpha / beta), the calculation gives 8.500 / 6.486 eV. As for the charge: +1. The calculation puts the HOMO energy (alpha / beta) at -12.5 / -13.2 eV. As for the spin multiplicity: 6. As for the energy above the lowest of the compared OMol25 structures with the same formula, charge and spin: 1.6 kcal/mol.

The geometry in XYZ format:
```
33
Properties=species:S:1:pos:R:3:forces:R:3:lowdin_charge:R:1
Ir -1.203992 -1.270038 -0.389041 -0.394 -0.048 -0.307 1.379
C 3.066061 -0.444308 -1.042503 -0.015 0.033 -0.059 0.027
C 1.604488 -0.137785 -1.045370 -0.016 0.150 -0.006 -0.339
O 0.816333 -1.068819 -1.246943 -0.107 -0.172 0.194 -0.132
C 1.132318 1.243235 -0.815263 -0.092 -0.133 -0.040 -0.074
C 2.009939 2.220733 -0.439406 0.115 0.195 0.076 0.030
C 1.594469 3.556747 -0.256955 -0.008 -0.026 -0.007 0.029
C 0.268146 3.938748 -0.495279 0.104 -0.019 0.024 -0.016
C -0.639530 3.003483 -0.900527 -0.010 -0.044 -0.041 0.073
C -0.261659 1.614159 -1.033761 0.036 -0.091 -0.024 -0.315
O -1.157836 0.785486 -1.315171 -0.177 0.105 0.006 -0.061
H 3.214567 -1.470450 -1.364262 -0.012 -0.007 0.006 0.102
H 3.440202 -0.336949 -0.020181 0.000 0.003 -0.017 0.118
H 3.626347 0.233341 -1.686045 -0.007 0.007 0.024 0.106
H 3.049645 1.976852 -0.266281 -0.022 0.043 -0.001 0.128
H 2.320186 4.294320 0.057438 -0.007 -0.015 0.015 0.128
H -0.033205 4.967363 -0.354780 0.020 0.007 -0.003 0.128
H -1.678336 3.243766 -1.083382 0.016 -0.026 -0.013 0.140
S -5.667112 -0.659122 0.348409 0.171 -0.068 -0.070 0.899
C -4.233024 -1.112624 -0.053343 -0.105 -0.097 0.094 -0.830
N -3.123545 -1.470833 -0.359403 0.632 0.406 0.069 -0.143
F 0.382353 -0.653247 1.311780 0.042 -0.151 -0.121 -0.352
As -0.712864 -0.147156 2.687840 -0.234 -0.094 0.200 0.723
F 0.180331 1.295142 2.799088 0.225 0.271 -0.053 -0.201
F -1.641037 0.556464 1.348702 -0.218 0.081 -0.134 -0.295
F -1.871125 0.336832 3.821985 -0.007 0.131 0.129 -0.182
F -1.585462 -1.608213 2.363479 -0.149 -0.336 -0.025 -0.297
F 0.294228 -0.978795 3.765139 0.204 0.016 0.165 -0.187
Cl -1.110259 -3.430077 -2.181117 0.075 -0.092 -0.078 0.581
C -0.643657 -4.549561 -0.873720 -0.009 0.079 -0.014 -0.883
Cl -0.088268 -3.632734 0.539781 -0.051 -0.066 0.032 0.627
H 0.166335 -5.171368 -1.229741 0.043 -0.019 -0.025 0.044
H -1.515029 -5.124579 -0.591172 -0.044 -0.025 0.004 0.045
```
Positions in Å, forces in eV/Å.